# 1
A single C7H10 molecule in a non-equilibrium geometry, computed with ωB97M-V/def2-TZVPD.

CARTESIAN COORDINATES (ANGSTROEM)
C (2.3661, -0.8858, -0.7861)
C (1.7728, 0.1936, -0.1920)
C (-0.4029, 1.7829, 0.4493)
C (-1.8262, 1.0823, 0.5283)
C (-1.0026, -0.1333, -0.0756)
C (0.4560, 0.5719, -0.0332)
C (-1.2055, -1.5720, 0.3716)
H (3.5026, -1.0914, -0.6504)
H (2.0291, -1.3115, -1.7183)
H (2.4197, 0.8728, 0.3879)
H (-0.3912, 2.4614, -0.3242)
H (0.0776, 2.3172, 1.3428)
H (-2.6402, 1.5552, 0.0875)
H (-1.3743, 0.0289, -1.0721)
H (-0.9252, -1.7758, 1.5387)
H (-0.6292, -2.2233, -0.2807)
H (-2.2269, -1.8730, 0.4266)

net charge = 0
relative energy (zero: lowest compared OMol25 entry of this formula, charge and spin) = 147.6 kcal/mol
molar mass = 94.16 g/mol
lowest unoccupied orbital energy (spin up / spin down) = 0.1 / -0.1 eV

# 2
A single C3H7N3O molecule, computed with ωB97M-V/def2-TZVPD.

CARTESIAN COORDINATES (ANGSTROEM)
C (-1.9860, 0.5985, -1.5214)
N (-1.2131, 0.0755, -0.4161)
C (0.1514, 0.0906, -0.4327)
O (0.8188, 0.4889, -1.3728)
N (0.7336, -0.3861, 0.7398)
C (2.0991, -0.3288, 0.9550)
N (2.5729, -0.6039, 2.1006)
H (-1.2907, 1.0962, -2.1985)
H (-2.7216, 1.3264, -1.1638)
H (-2.5041, -0.1961, -2.0698)
H (-1.6989, -0.3295, 0.3677)
H (0.1774, -0.6044, 1.5552)
H (2.6479, -0.0334, 0.0586)
H (3.5860, -0.5140, 2.0866)

net charge = 0
relative energy (zero: lowest compared OMol25 entry of this formula, charge and spin) = 2.4 kcal/mol
molar mass = 101.11 g/mol
structure (SMILES) = [H]/N=C/NC(=O)NC
lowest unoccupied orbital energy = 0.8 eV

# 3
A single CH3FO8P2S molecule, computed with ωB97M-V/def2-TZVPD.

CARTESIAN COORDINATES (ANGSTROEM)
O (1.8653, -1.2737, -1.8947)
C (1.4219, -0.7156, -0.9689)
O (0.1962, -0.1826, -0.8491)
P (-0.9747, -1.3000, -0.3606)
P (-2.6502, 0.0931, -0.1749)
O (-3.0972, 0.5092, -1.5018)
O (-3.6991, -0.7588, 0.6650)
O (-2.2786, 1.3023, 0.7857)
O (2.1228, -0.5393, 0.2238)
S (3.2270, 0.6090, 0.2835)
O (3.3343, 1.2267, -0.9811)
O (4.3131, 0.1207, 1.0400)
F (2.4067, 1.5532, 1.1949)
H (-0.6224, -1.3743, 1.0138)
H (-3.2602, -1.3962, 1.2476)
H (-2.3048, 2.1265, 0.2769)

net charge = 0
molar mass = 256.04 g/mol
structure (SMILES) = O=C(OPP(=O)(O)O)OS(=O)(=O)F
lowest unoccupied orbital energy = -0.4 eV

# 4
A molecular structure, C32H38N10OPt in a non-equilibrium geometry, computed with ωB97M-V/def2-TZVPD.

CARTESIAN COORDINATES (ANGSTROEM)
Pt (-0.0493, -0.1307, 0.2140)
C (4.9502, -9.9315, -8.2357)
O (5.5461, -8.9733, -7.2786)
C (4.8710, -8.1243, -6.5903)
C (5.6404, -7.2790, -5.7134)
C (5.0199, -6.3515, -4.9529)
C (3.5854, -6.1921, -5.0034)
C (2.8284, -7.0474, -5.8835)
C (3.4319, -7.9834, -6.6531)
C (2.9970, -5.2272, -4.2048)
N (3.6735, -4.4018, -3.3543)
C (2.7928, -3.6316, -2.7720)
C (1.4550, -3.9368, -3.2439)
N (1.6261, -4.9217, -4.1195)
C (0.2965, -3.2273, -2.7967)
C (-1.0216, -3.4447, -3.2224)
C (-2.0315, -2.6530, -2.7085)
C (-1.7115, -1.6441, -1.8053)
N (-0.4611, -1.4064, -1.3999)
C (0.5335, -2.2041, -1.8602)
C (1.8584, -1.9453, -1.3095)
N (1.8983, -0.9984, -0.3540)
C (3.0955, -0.6234, 0.1148)
C (4.2806, -1.2140, -0.3106)
C (4.2386, -2.2322, -1.2552)
C (2.9976, -2.6012, -1.7764)
H (5.8159, -10.4679, -8.6106)
H (4.4631, -9.3503, -9.0144)
H (4.2833, -10.5795, -7.6728)
H (6.7108, -7.4257, -5.7015)
H (5.5814, -5.7096, -4.2919)
H (1.7525, -6.9532, -5.9394)
H (2.8639, -8.6246, -7.3099)
H (0.8951, -5.3735, -4.6491)
H (-1.2635, -4.2228, -3.9325)
H (-3.0599, -2.7918, -3.0021)
H (-2.4717, -0.9894, -1.3997)
H (3.0920, 0.1606, 0.8609)
H (5.2178, -0.8816, 0.1104)
H (5.1435, -2.7186, -1.5926)
C (0.2316, -2.3993, 2.4084)
N (0.5804, -1.3142, 3.3019)
C (0.9926, -1.6331, 4.6753)
C (1.1037, -0.2531, 5.3353)
N (0.7129, 0.6673, 4.2586)
C (0.8245, 2.0950, 4.5169)
C (0.3733, 0.0027, 3.1610)
N (-0.1747, 0.5482, 2.0467)
C (-0.8237, 1.8612, 2.1310)
C (-1.9575, 1.8081, 1.1062)
N (-1.2914, 1.4036, -0.1384)
C (-1.7130, 1.8703, -1.3275)
N (-0.9498, 1.8765, -2.4350)
C (0.4398, 1.5224, -2.5871)
C (-1.6723, 2.4346, -3.5785)
C (-2.9742, 2.9336, -2.9524)
N (-2.8998, 2.4386, -1.5731)
C (-4.0562, 2.7094, -0.7271)
H (0.6935, -3.3021, 2.8039)
H (0.6384, -2.2633, 1.4040)
H (-0.8477, -2.5610, 2.3565)
H (1.9355, -2.1826, 4.6668)
H (0.2298, -2.2518, 5.1530)
H (2.1211, -0.0157, 5.6524)
H (0.4358, -0.1368, 6.1902)
H (1.5633, 2.2105, 5.3071)
H (-0.1173, 2.5164, 4.8637)
H (1.1880, 2.6247, 3.6386)
H (-0.1291, 2.6691, 1.8887)
H (-1.2421, 2.0409, 3.1240)
H (-2.3853, 2.8105, 1.0395)
H (-2.7430, 1.1109, 1.4001)
H (1.0355, 1.8892, -1.7464)
H (0.8031, 2.0146, -3.4880)
H (0.5946, 0.4542, -2.7116)
H (-1.8328, 1.6734, -4.3451)
H (-1.0914, 3.2496, -4.0122)
H (-3.8580, 2.5150, -3.4357)
H (-3.0584, 4.0219, -2.9554)
H (-4.8583, 3.0146, -1.3958)
H (-3.8749, 3.5291, -0.0360)
H (-4.3853, 1.8180, -0.1975)

net charge = +4
molar mass = 773.80 g/mol
lowest unoccupied orbital energy (spin up / spin down) = -13.7 / -14.0 eV